# C9H15N4O4

An isolated ion of composition C9H15N4O4 and charge +1 (the ωB97M-V functional and the def2-TZVPD basis, the OMol25 dataset).

Geometry as XYZ:
```
32
Properties=species:S:1:pos:R:3:forces:R:3:mulliken_charge:R:1
O -2.573 -0.095 3.163 1.5 0.0 -1.3 -0.47
O 1.435 0.445 -2.338 0.1 0.0 0.9 -0.40
O -0.621 -0.757 2.214 -0.1 0.3 -1.0 -0.32
O -0.235 1.970 -2.457 0.3 -0.7 0.3 -0.53
N 1.706 -3.851 0.245 0.7 -0.2 -0.8 -0.53
N 0.571 -2.168 -0.308 -0.9 0.7 0.6 1.04
N 0.098 -2.564 0.881 0.2 -0.2 0.4 -0.28
N 1.515 -2.930 -0.686 0.5 -0.2 -0.3 -0.32
C -0.988 -2.002 1.674 -0.2 0.7 0.7 -0.43
C 0.882 3.667 -0.489 0.7 -0.1 0.3 -1.13
C 0.582 -0.681 -2.328 0.4 0.0 -0.8 -0.76
C -1.927 1.194 1.280 0.8 -0.3 -0.4 -0.53
C 1.504 2.319 -0.833 -0.1 0.2 -0.8 -0.24
C 0.848 -3.614 1.196 0.0 -0.2 0.3 0.12
C -1.763 0.099 2.289 -1.8 -0.1 1.8 0.59
C 0.793 1.606 -1.952 -0.5 0.6 -0.2 0.46
C -0.004 -0.980 -0.958 -0.4 -0.1 -0.5 0.33
H -1.653 2.140 1.727 0.0 0.3 0.3 0.29
H -1.306 1.078 0.401 0.2 0.0 -0.1 0.02
H 1.681 4.385 -0.360 0.1 0.3 0.0 0.36
H -1.899 -1.918 1.095 -0.1 -0.2 -0.4 0.42
H 1.178 -1.517 -2.665 0.2 -0.2 -0.1 0.48
H -2.950 1.256 0.948 -0.4 0.0 0.2 0.37
H 0.393 3.615 0.472 -0.5 0.1 0.1 0.25
H -1.062 -1.186 -1.076 -0.3 -0.2 0.1 0.25
H 0.220 4.036 -1.256 -0.3 0.0 -0.1 0.34
H 2.535 2.423 -1.160 0.3 -0.1 0.1 0.42
H 1.523 1.648 0.020 0.1 -0.2 0.2 0.32
H 0.082 -0.169 -0.250 0.3 0.2 0.1 -0.18
H -1.152 -2.702 2.481 0.0 -0.4 0.1 0.32
H 0.787 -4.194 2.092 -0.3 -0.1 0.4 0.41
H -0.201 -0.554 -3.064 -0.4 0.1 0.1 0.35
```
Positions in Å, forces in eV/Å.

The value obtained for the orbital gap is 9.26 eV. The value obtained for the LUMO energy is -4.68 eV. Its total charge is +1. The spin multiplicity is 1. The calculation puts the HOMO energy at -13.9 eV. Its SMILES is CCC(=O)OCCn1nnc[n+]1COC(C)=O.

***

# C36H45N5O4PS2Ti

C36H45N5O4PS2Ti as an isolated structure (the ωB97M-V functional and the def2-TZVPD basis, the OMol25 dataset).

Geometry as XYZ:
```
94
Properties=species:S:1:pos:R:3:forces:R:3:mulliken_charge:R:1
Ti 0.962 -0.714 0.592 0.6 -0.5 -0.3 0.91
S 3.948 0.661 3.172 0.0 0.0 0.0 -0.56
S 0.080 -1.021 3.266 0.0 0.1 -0.1 -0.01
P -2.217 -0.159 0.290 0.2 -0.1 -0.1 2.39
O -0.086 0.216 2.435 0.0 0.1 0.0 -0.24
O -0.812 -2.089 2.226 -0.1 0.0 0.2 0.10
O 1.424 -1.533 2.920 0.0 0.0 0.0 -0.40
O 1.778 2.529 1.380 0.2 0.1 0.3 -0.16
N 1.387 -2.963 0.634 -0.1 0.1 0.0 -0.14
N 4.731 3.210 2.678 0.0 0.0 0.0 0.06
N 5.736 2.264 4.359 -0.1 0.0 0.0 -0.17
N 3.193 -0.998 0.487 -0.2 0.1 0.0 -0.37
N 0.824 -0.442 -1.061 -0.1 0.1 0.0 1.10
C 4.823 2.079 3.399 0.0 0.0 0.0 0.36
C -4.081 -2.560 3.776 0.0 0.0 0.0 -0.69
C -2.392 2.302 1.543 0.0 0.1 0.0 -0.44
C -2.935 1.508 0.529 0.0 0.0 0.0 0.21
C -3.967 2.020 -0.252 0.0 0.0 0.0 -0.33
C -2.878 3.580 1.768 0.0 0.0 0.0 -0.74
C 0.004 2.708 -1.081 0.0 0.0 0.1 -1.09
C 0.525 -0.216 -2.421 0.0 0.0 0.2 0.08
C -3.166 -0.815 -1.126 -0.1 0.0 0.0 0.35
C 3.660 -2.250 1.114 0.1 0.0 0.0 -0.69
C 0.157 1.302 -4.266 0.1 0.0 0.1 -0.98
C -0.238 0.259 -5.080 0.0 0.0 -0.1 -1.30
C -2.740 -2.708 3.470 0.0 0.0 0.0 -0.36
C 0.995 2.330 -2.179 0.0 0.0 -0.1 0.40
C 0.165 -1.294 -3.264 0.0 0.1 0.0 0.67
C 1.827 1.413 1.262 -0.4 0.1 -0.3 -0.13
C 0.553 1.098 -2.947 -0.1 -0.1 0.0 0.54
C 5.543 4.297 3.222 0.0 0.0 0.0 -0.51
C -4.443 3.306 -0.029 0.0 0.0 0.0 -0.74
C -3.596 -0.730 -3.504 0.0 0.0 0.0 -0.78
C -4.476 -1.797 -3.393 0.0 0.0 0.0 -0.82
C -4.699 -2.376 -2.153 0.0 0.0 0.0 -0.71
C -3.901 4.088 0.978 0.0 0.0 0.0 -0.62
C 2.811 -3.368 0.558 -0.1 0.0 0.0 -0.67
C -0.216 -1.025 -4.573 0.0 0.0 0.0 -1.24
C -2.936 -0.252 -2.382 0.0 0.0 0.0 -0.60
C -0.769 -3.160 -1.781 -0.1 0.0 0.1 -1.21
C -2.186 -1.957 2.441 0.0 -0.1 0.1 -0.56
C -4.858 -1.653 3.065 0.0 0.0 0.0 -0.76
C -2.945 -1.066 1.693 -0.2 0.0 0.1 -0.10
C -4.292 -0.920 2.038 0.0 0.0 0.0 -0.19
C 1.673 -3.160 -2.607 0.0 0.0 0.0 -1.37
C 2.469 2.253 -1.773 0.0 0.0 0.0 -1.45
C -4.053 -1.886 -1.026 0.0 0.0 0.0 -0.92
C 6.334 3.593 4.346 0.0 0.0 0.0 -0.48
C 0.223 -2.755 -2.867 0.0 0.0 -0.1 0.64
H -1.593 1.914 2.160 0.0 0.0 0.0 0.38
H -5.245 3.692 -0.646 0.0 0.0 0.0 0.45
H -4.242 -2.352 -0.068 0.0 0.0 0.0 0.34
H 4.916 5.100 3.608 0.0 0.0 0.0 0.30
H -4.900 -0.216 1.482 0.0 0.0 0.0 0.49
H 2.689 1.401 -1.132 0.0 -0.1 0.0 0.14
H -3.410 -0.270 -4.466 0.0 0.0 0.0 0.50
H -5.382 -3.211 -2.058 0.0 0.0 0.0 0.43
H 3.534 -2.149 2.188 0.0 0.0 0.0 0.28
H 0.949 3.146 -2.904 0.0 0.0 0.0 0.68
H 1.747 -4.190 -2.244 0.0 0.0 0.0 0.43
H 1.049 -3.177 1.567 -0.1 0.0 0.0 0.39
H -4.518 -3.140 4.579 0.0 0.0 0.0 0.42
H 3.089 2.148 -2.665 0.0 0.0 0.0 0.45
H -2.238 0.571 -2.491 0.0 0.0 0.0 0.44
H 3.703 -0.216 0.899 0.0 0.0 0.1 0.11
H -0.681 -2.568 -0.867 -0.1 0.0 -0.1 -0.18
H -4.986 -2.175 -4.270 0.0 0.0 0.0 0.40
H -0.503 -1.855 -5.207 0.0 0.0 0.0 0.44
H -0.538 0.443 -6.103 0.0 0.0 0.0 0.44
H 2.257 -3.087 -3.525 0.0 0.0 0.0 0.55
H -0.978 2.903 -1.519 0.0 0.0 0.0 0.42
H 3.387 -1.012 -0.510 0.1 0.0 0.0 0.25
H 6.203 4.706 2.459 0.0 0.0 0.0 0.31
H 0.824 -3.513 -0.008 0.1 0.0 -0.1 0.14
H -4.412 1.420 -1.034 0.0 0.0 0.0 0.41
H -1.790 -3.030 -2.134 0.0 0.0 0.0 0.18
H 3.969 3.353 2.041 0.0 0.0 0.0 0.12
H 0.317 3.612 -0.556 0.0 0.0 0.0 0.49
H -4.277 5.088 1.152 0.0 0.0 0.0 0.40
H 3.067 -3.544 -0.484 0.0 0.0 0.0 0.15
H 7.399 3.543 4.123 0.0 0.0 0.0 0.29
H 0.175 2.313 -4.657 0.0 0.0 0.0 0.44
H -5.903 -1.519 3.311 0.0 0.0 0.0 0.45
H 5.998 1.510 4.968 0.0 0.0 0.0 0.19
H 6.204 4.089 5.307 0.0 0.0 0.0 0.29
H -0.137 1.921 -0.344 0.0 0.0 0.0 -0.36
H 2.779 3.164 -1.256 0.0 0.0 0.0 0.38
H -2.109 -3.392 4.022 0.0 0.0 0.0 0.51
H 4.717 -2.430 0.908 0.0 0.0 0.0 0.60
H -0.641 -4.218 -1.527 0.0 0.0 0.0 0.58
H 2.129 -2.490 -1.882 0.0 0.0 0.0 -0.15
H -0.087 -3.311 -3.755 0.0 0.0 0.0 0.81
H -2.455 4.180 2.563 0.0 0.0 0.0 0.46
H 2.981 -4.301 1.097 0.0 0.0 0.0 0.52
```
Positions in Å, forces in eV/Å.

The value obtained for the orbital gap is 7.58 eV. The value obtained for the LUMO energy is -2.56 eV. Its energy above the lowest of the compared OMol25 structures with the same formula, charge and spin is 1.706 eV. Its total charge is +1. The spin multiplicity is 1. The calculation puts the HOMO energy at -10.1 eV.

***

# C4H10N2O3

A 2-piece molecular cluster, C4H10N2O3 overall (the ωB97M-V functional and the def2-TZVPD basis, the OMol25 dataset).

Geometry as XYZ:
```
19
Properties=species:S:1:pos:R:3:forces:R:3:mulliken_charge:R:1
O -2.363 1.088 -0.649 -0.3 1.5 1.8 -0.51
O -1.767 -0.877 -1.537 -0.2 0.4 0.2 -0.60
O -1.477 0.336 1.748 -1.1 0.5 -0.9 -0.60
N -0.731 -1.763 0.837 -3.1 0.3 1.9 -0.61
N -1.420 -0.600 0.655 0.6 0.4 1.1 0.50
C 1.383 0.885 -0.195 -3.0 5.6 -11.2 0.24
C 1.689 0.336 0.925 4.0 -7.5 11.0 -1.18
C -1.847 -0.157 -0.569 0.3 0.3 0.0 0.62
C 1.628 0.441 -1.585 -1.1 -1.3 0.0 -1.01
H 1.472 0.751 1.910 0.2 -0.1 -0.4 0.40
H 0.766 -0.107 -2.101 0.3 0.0 1.0 0.19
H -1.355 -2.552 0.703 0.5 0.0 -0.1 0.25
H 2.138 -0.679 0.909 -0.3 0.6 0.5 0.34
H 0.919 1.822 -0.046 -0.7 1.1 -0.7 0.35
H 0.126 -1.795 0.408 2.2 -0.1 -1.5 0.18
H 1.630 1.250 -2.256 0.4 1.5 -0.7 0.35
H -0.876 0.144 2.473 0.6 -0.9 -0.5 0.37
H 2.477 -0.207 -1.834 0.2 0.1 0.6 0.35
H -2.396 1.685 0.204 0.5 -2.4 -2.1 0.38
```
Positions in Å, forces in eV/Å.

The value obtained for the orbital gap (spin up / spin down) is 5.63 / 6.99 eV. The value obtained for the LUMO energy (spin up / spin down) is 0.53 / -2.46 eV. Its energy above the lowest of the compared OMol25 structures with the same formula, charge and spin is 2.932 eV. The spin multiplicity is 3. The calculation puts the HOMO energy (spin up / spin down) at -5.1 / -9.5 eV.

***

# C3H10N2O2

A 2-piece molecular cluster, C3H10N2O2 overall (the ωB97M-V functional and the def2-TZVPD basis, the OMol25 dataset).

Geometry as XYZ:
```
17
Properties=species:S:1:pos:R:3:forces:R:3:mulliken_charge:R:1
O -0.309 2.163 0.116 0.2 -0.1 -0.1 -0.70
O -2.900 1.669 1.869 0.2 -0.1 0.2 -0.63
N 0.512 0.439 -1.124 -0.2 -0.5 -0.5 -0.23
N -0.240 0.150 1.059 0.2 -0.4 0.8 -0.29
C 1.791 -1.609 -0.541 -0.2 -0.2 -0.6 -1.00
C -0.037 0.969 0.016 -0.2 1.0 -0.3 0.48
C 0.618 -1.011 -1.316 -0.2 0.0 -0.1 -0.65
H -2.006 2.023 1.774 -0.1 0.1 -0.4 0.28
H -0.506 0.642 1.893 -0.2 -0.4 0.1 0.24
H -0.342 -1.470 -1.119 -0.3 -0.4 0.6 0.40
H -0.330 -0.846 0.998 0.0 0.0 0.1 0.18
H 2.686 -1.272 -1.049 0.4 0.2 0.3 0.29
H 1.818 -2.701 -0.602 -0.3 0.1 0.0 0.31
H 0.198 0.966 -1.926 0.3 0.1 0.0 0.27
H 1.783 -1.308 0.500 0.2 0.1 0.1 0.36
H -3.456 2.449 1.828 -0.2 0.1 0.0 0.30
H 0.719 -1.254 -2.375 0.4 0.5 -0.1 0.39
```
Positions in Å, forces in eV/Å.

The value obtained for the orbital gap is 10.61 eV. The value obtained for the LUMO energy is 0.82 eV. Its energy above the lowest of the compared OMol25 structures with the same formula, charge and spin is 0.349 eV. The spin multiplicity is 1. The calculation puts the HOMO energy at -9.8 eV. Its SMILES is CCNC(N)=O.O.

***

| no. | calculated total energy (Ha) |
| --- | --- |
| 1 | -871.58906 |
| 2 | -3960.68701 |
| 3 | -493.33957 |
| 4 | -380.32385 |